Entry 1:
A structure of composition C5H9NO, computed with the ωB97M-V functional and the def2-TZVPD basis.

Results
Charge: 0
HOMO-LUMO gap: 0.29335 Eh
Multiplicity: 1
HOMO energy: -8.00 eV

Structure (XYZ):
```
16
C5H9NO the ωB97M-V functional and the def2-TZVPD basis
C 1.92 -0.15 -1.97
N 1.00 0.22 -0.89
C 0.82 -0.69 0.04
C -0.59 -0.55 -0.19
C -1.19 -0.10 1.08
O -1.76 -1.23 1.15
C -1.73 1.20 1.60
H 2.73 0.57 -2.10
H 1.37 -0.19 -2.92
H 2.34 -1.15 -1.81
H 1.51 -1.51 0.27
H 0.37 -0.17 1.67
H -1.15 -0.80 -1.07
H -2.56 1.00 2.30
H -0.96 1.78 2.10
H -2.12 1.75 0.74
```

Entry 2:
An isolated molecule of C5H9NO at a distorted geometry, computed with the ωB97M-V functional and the def2-TZVPD basis.

Results
Charge: 0
HOMO-LUMO gap: 0.37411 Eh
SMILES: [H]/N=C/CCC(C)=O
Multiplicity: 1
HOMO energy: -9.44 eV

Structure (XYZ):
```
16
C5H9NO the ωB97M-V functional and the def2-TZVPD basis
H 1.21 1.16 2.79
N 0.40 1.07 2.17
C 0.30 -0.02 1.57
C -1.09 -0.49 0.96
C -0.88 -0.77 -0.51
C -0.22 0.57 -1.00
C 1.08 0.36 -1.74
O -0.87 1.58 -1.06
H 1.02 -0.85 1.67
H -1.77 0.35 1.10
H -1.39 -1.39 1.51
H -1.82 -0.91 -1.04
H -0.19 -1.61 -0.66
H 1.01 -0.46 -2.45
H 1.88 0.14 -1.03
H 1.35 1.28 -2.27
```

Entry 3:
A cluster of 2 separate species, C5H9NO in total at a distorted geometry, computed with the ωB97M-V functional and the def2-TZVPD basis.

Results
Charge: 0
HOMO-LUMO gap: 0.38795 Eh
Multiplicity: 1
HOMO energy: -9.50 eV

Structure (XYZ):
```
16
C5H9NO the ωB97M-V functional and the def2-TZVPD basis
C 0.95 1.36 0.61
C 0.86 -0.14 0.60
N 0.00 -0.77 1.59
C -0.34 -0.90 0.16
C -1.65 -0.25 -0.30
C 0.53 -0.61 -2.50
O 0.59 0.46 -2.88
H -0.01 1.81 0.89
H 1.70 1.71 1.33
H 1.23 1.74 -0.38
H 1.82 -0.64 0.39
H 0.42 -1.63 1.94
H -0.13 -1.87 -0.27
H -1.83 0.64 0.30
H -2.46 -0.95 -0.10
H -1.73 0.04 -1.36
```

Entry 4:
An isolated molecule of C5H9NO at a distorted geometry, computed with the ωB97M-V functional and the def2-TZVPD basis.

Results
Charge: 0
HOMO-LUMO gap: 0.33670 Eh
SMILES: CC(=O)/C=C(/C)N
Multiplicity: 1
HOMO energy: -8.26 eV

Structure (XYZ):
```
16
C5H9NO the ωB97M-V functional and the def2-TZVPD basis
C -2.40 0.36 0.58
C -1.30 -0.56 0.16
O -1.33 -1.80 0.36
C -0.29 -0.14 -0.81
C 0.90 -0.11 -0.13
C 1.95 0.85 -0.66
N 1.36 -1.00 0.83
H -2.51 0.31 1.67
H -2.18 1.39 0.29
H -3.35 0.06 0.12
H -0.56 0.49 -1.65
H 1.57 1.50 -1.45
H 2.79 0.29 -1.08
H 2.32 1.48 0.15
H 0.72 -1.79 0.96
H 2.31 -1.34 0.66
```

Entry 5:
A cluster of 2 separate species, C5H9NO in total at a distorted geometry, computed with the ωB97M-V functional and the def2-TZVPD basis.

Results
Charge: 0
HOMO-LUMO gap: 0.39916 Eh
SMILES: C=CCC#N.CO
Multiplicity: 1
HOMO energy: -10.22 eV

Structure (XYZ):
```
16
C5H9NO the ωB97M-V functional and the def2-TZVPD basis
C -1.50 -0.45 0.49
C -0.87 0.03 -0.57
C 0.02 -0.81 -1.46
C -0.68 -1.15 -2.71
N -1.26 -1.40 -3.68
H -2.16 0.18 1.09
H -1.40 -1.49 0.78
H -1.00 1.07 -0.87
H 0.30 -1.75 -0.97
H 0.94 -0.28 -1.71
C 1.15 0.87 1.90
O 1.63 0.87 0.58
H 0.16 1.33 2.01
H 1.05 -0.18 2.22
H 1.85 1.37 2.59
H 1.79 1.79 0.31
```

Entry 6:
A structure of composition C5H9NO at a distorted geometry, computed with the ωB97M-V functional and the def2-TZVPD basis.

Results
Charge: 0
HOMO-LUMO gap: 0.36711 Eh
Multiplicity: 1
HOMO energy: -9.45 eV

Structure (XYZ):
```
16
C5H9NO the ωB97M-V functional and the def2-TZVPD basis
C -1.35 0.90 1.36
C -0.38 -0.25 1.18
N -0.86 -1.35 0.32
C 0.16 -1.20 -0.58
O 0.27 -1.55 -1.73
C 0.91 -0.15 0.14
C 1.55 0.48 -1.66
H -1.58 1.33 0.38
H -0.91 1.67 2.00
H -2.29 0.58 1.83
H -0.13 -0.67 2.18
H -1.82 -1.44 -0.01
H 1.84 -0.32 0.68
H 1.91 -0.26 -2.42
H 2.38 1.02 -1.27
H 0.76 1.05 -2.14
```

Entry 7:
An isolated molecule of C5H9NO, computed with the ωB97M-V functional and the def2-TZVPD basis.

Results
Charge: 0
HOMO-LUMO gap: 0.38989 Eh
SMILES: CC1(C)COC=N1
Multiplicity: 1
HOMO energy: -9.64 eV

Structure (XYZ):
```
16
C5H9NO the ωB97M-V functional and the def2-TZVPD basis
C 1.06 1.16 0.70
C 0.16 0.16 -0.02
C 0.98 -0.76 -0.94
C -0.77 -0.56 0.98
O -1.94 -0.86 0.19
C -1.88 0.07 -0.79
N -0.84 0.78 -0.93
H 1.72 1.67 -0.01
H 1.69 0.63 1.42
H 0.48 1.92 1.24
H 0.67 -1.80 -0.89
H 0.85 -0.44 -1.98
H 2.05 -0.72 -0.73
H -0.39 -1.49 1.41
H -1.08 0.12 1.78
H -2.76 0.10 -1.42
```

Entry 8:
An isolated molecule of C5H9NO at a distorted geometry, computed with the ωB97M-V functional and the def2-TZVPD basis.

Results
Charge: 0
HOMO-LUMO gap: 0.35793 Eh
SMILES: CC[C@@H](O)CC#N
Multiplicity: 1
HOMO energy: -8.99 eV

Structure (XYZ):
```
16
C5H9NO the ωB97M-V functional and the def2-TZVPD basis
C 2.14 -0.20 0.20
C 0.82 0.59 0.37
C -0.24 0.25 -0.72
O -0.33 -1.18 -0.98
C -1.97 -0.19 -0.33
C -2.25 0.69 0.74
N -2.33 1.38 1.66
H 2.65 0.05 -0.74
H 2.84 0.03 1.01
H 1.98 -1.28 0.20
H 1.07 1.67 0.39
H 0.39 0.38 1.35
H 0.19 0.67 -1.69
H -0.12 -1.62 -0.16
H -2.33 -1.24 -0.02
H -2.49 0.00 -1.26
```

Going through the records in order, we get E values of -325.6534; -325.8700; -325.8627; -325.8661; -325.8536; -325.7836; -325.8961; -325.7753 hartree.